No. 1
Molecular formula: C28H54BrF6NO6PS2
Method: DFT, the ωB97M-V functional and the def2-TZVPD basis

Last column: Löwdin charge in e.
Cartesian coordinates (Å):
C1 1.38 -3.64 -2.32  -0.11
C2 1.92 -2.29 -2.79  -0.25
C3 1.06 -1.06 -2.53  -0.53
Br1 -0.80 -1.49 -3.01  0.88
N1 1.05 -0.52 -1.12  0.02
C4 2.03 -1.13 -0.17  -0.21
C5 3.49 -0.76 -0.48  -0.14
C6 4.47 -1.91 -0.29  -0.25
C7 5.65 -1.85 -1.28  -0.53
S1 5.92 -3.44 -2.12  0.73
C8 1.54 -0.90 1.30  -0.34
C9 2.65 -1.06 2.36  -0.09
C10 3.55 0.14 2.72  -0.24
O1 4.84 -0.04 2.18  0.02
C11 3.72 0.20 4.26  -0.53
F1 3.90 -1.04 4.79  0.15
F2 2.66 0.78 4.85  0.15
F3 4.81 0.95 4.57  0.14
P1 0.41 -2.34 1.61  0.25
O2 -0.74 -2.14 0.53  -0.18
O3 -0.34 -2.09 2.99  -0.16
S2 1.29 -4.06 1.58  0.42
C12 0.65 0.39 1.40  -0.24
C13 0.41 0.97 2.80  -0.07
C14 -1.00 1.57 2.92  -0.25
O4 -0.92 2.75 3.68  0.03
C15 -1.98 0.62 3.62  -0.51
F4 -3.07 1.32 4.06  0.14
F5 -2.44 -0.31 2.73  0.11
F6 -1.43 -0.01 4.69  0.14
C16 1.19 1.42 0.43  -0.04
C17 0.94 0.99 -1.03  -0.44
C18 1.91 1.74 -1.93  0.03
O5 -0.41 1.18 -1.33  -0.09
C19 -0.85 2.48 -1.71  -0.14
C20 -1.01 2.62 -3.23  -0.32
C21 -2.41 2.09 -3.58  -0.05
C22 -0.86 4.07 -3.72  -0.38
C23 -0.67 4.04 -5.25  -0.06
C24 0.33 4.83 -3.15  -0.07
H1 2.23 -4.29 -2.09  0.08
H2 0.81 -3.56 -1.40  0.02
H3 0.81 -4.13 -3.09  0.07
H4 1.97 -2.34 -3.88  0.12
H5 2.94 -2.17 -2.46  0.08
H6 1.29 -0.29 -3.25  0.09
H7 0.14 -0.82 -0.75  0.10
H8 2.00 -2.21 -0.27  0.07
H9 3.79 0.16 0.01  0.11
H10 3.51 -0.53 -1.54  0.09
H11 3.93 -2.83 -0.51  0.08
H12 4.85 -1.99 0.71  0.10
H13 5.49 -1.09 -2.04  0.07
H14 6.56 -1.60 -0.75  0.07
H15 5.70 -3.06 -3.39  -0.15
H16 2.14 -1.32 3.28  0.10
H17 3.27 -1.92 2.15  0.11
H18 3.14 1.10 2.45  0.14
H19 5.15 0.81 1.86  0.11
H20 -0.95 -3.02 0.18  0.09
H21 0.17 -2.47 3.70  0.09
H22 -0.33 0.12 1.00  0.12
H23 0.62 0.29 3.60  0.11
H24 1.06 1.82 2.94  0.13
H25 -1.42 1.77 1.93  0.16
H26 -1.41 3.45 3.25  0.11
H27 2.25 1.60 0.55  0.12
H28 0.70 2.38 0.59  0.14
H29 1.62 1.68 -2.97  0.09
H30 2.93 1.40 -1.85  0.09
H31 1.89 2.79 -1.67  0.10
H32 -0.27 3.28 -1.26  0.10
H33 -1.85 2.57 -1.29  0.14
H34 -0.31 1.98 -3.76  0.13
H35 -2.60 2.07 -4.64  0.08
H36 -3.17 2.64 -3.04  0.09
H37 -2.46 1.06 -3.23  0.05
H38 -1.79 4.61 -3.55  0.14
H39 0.38 3.83 -5.45  0.08
H40 -1.23 3.24 -5.72  0.07
H41 -0.92 4.99 -5.72  0.08
H42 0.33 5.83 -3.58  0.09
H43 0.26 4.99 -2.08  0.07
H44 1.26 4.36 -3.42  0.08
C25 -8.17 -1.46 1.41  -0.08
C26 -7.27 -2.68 1.42  -0.28
O6 -5.92 -2.41 1.10  -0.16
C27 -5.24 -1.51 1.96  -0.29
C28 -5.18 -1.97 3.41  -0.07
H45 -8.13 -0.96 0.44  0.08
H46 -9.20 -1.75 1.61  0.08
H47 -7.88 -0.73 2.17  0.07
H48 -7.61 -3.38 0.66  0.12
H49 -7.34 -3.20 2.38  0.11
H50 -5.68 -0.51 1.90  0.11
H51 -4.23 -1.44 1.56  0.10
H52 -6.17 -2.05 3.86  0.07
H53 -4.60 -1.26 4.01  0.06
H54 -4.71 -2.95 3.48  0.09

## Properties
E, Ha: -5916.27985
Maximum force, hartree/bohr: 0.0358
Total charge: +1
HOMO-LUMO gap, eV: 8.815

=====

No. 2
Molecular formula: HNO4S
Method: DFT, the ωB97M-V functional and the def2-TZVPD basis

Last column: natural (NBO) charge in e.
Cartesian coordinates (Å):
N1 0.74 0.56 -0.37  -0.03
O1 1.77 1.27 -0.60  -0.59
O2 0.14 -2.40 2.55  -1.11
O3 -1.49 -1.49 0.98  -1.13
O4 1.08 -1.09 0.63  -0.94
S1 -0.13 -1.17 1.72  1.55
H1 0.27 0.84 0.45  0.26

## Properties
E, Ha: -754.33569
Maximum force, hartree/bohr: 0.0633
Total charge: -2
Relative energy (zero: lowest compared OMol25 entry of this formula, charge and spin), eV: 0.7823
HOMO-LUMO gap, eV: 6.045

=====

No. 3
Molecular formula: C5H4O3
Method: DFT, the ωB97M-V functional and the def2-TZVPD basis

Last column: natural (NBO) charge in e.
Cartesian coordinates (Å):
C1 0.41 0.97 -0.49  0.25
C2 -0.06 0.68 0.82  -0.25
C3 -0.39 -0.64 1.23  -0.32
C4 -0.64 -1.64 0.41  0.17
C5 0.18 -0.23 -1.47  0.67
H1 1.54 2.65 -0.39  0.51
H2 0.09 1.36 1.64  0.22
H3 -0.76 -0.86 2.25  0.23
H4 -0.90 -2.58 0.68  0.19
O1 0.70 2.10 -0.95  -0.63
O2 -0.26 -1.51 -0.99  -0.47
O3 0.08 -0.31 -2.75  -0.57

## Properties
E, Ha: -418.53439
Maximum force, hartree/bohr: 0.1618
Relative energy (zero: lowest compared OMol25 entry of this formula, charge and spin), eV: 3.4678
HOMO-LUMO gap, eV: 8.266

=====

No. 4
Molecular formula: C23H21F5N3O3SnTe
Method: DFT, the ωB97M-V functional and the def2-TZVPD basis

Last column: natural (NBO) charge in e.
Cartesian coordinates (Å):
Sn1 0.39 -0.16 1.18  1.42
C1 -3.72 -0.80 2.43  -0.67
C2 -4.22 -0.52 1.08  0.22
C3 -5.32 -1.22 0.65  -0.27
C4 -5.78 -0.84 -0.64  0.08
C5 -5.13 -0.04 -1.57  -0.28
C6 -3.87 0.46 -1.26  0.18
C7 -2.88 1.07 -2.26  -0.68
C8 -3.53 0.44 0.20  0.26
N1 -2.74 1.25 0.86  -0.32
C9 -2.29 2.45 0.27  0.65
O1 -3.10 3.30 0.03  -0.49
C10 -0.83 2.63 -0.18  0.07
C11 -0.57 3.87 -0.76  -0.17
C12 0.62 4.08 -1.43  -0.16
C13 1.63 3.15 -1.41  -0.14
C14 1.35 1.95 -0.69  0.15
N2 0.18 1.73 -0.14  -0.53
C15 2.48 1.05 -0.48  0.60
O2 3.49 1.21 -1.18  -0.58
N3 2.40 0.23 0.61  -0.84
C16 3.53 -0.57 0.98  0.09
C17 4.46 -0.01 1.85  0.00
C18 4.18 1.32 2.48  -0.64
C19 5.66 -0.63 2.04  -0.21
C20 5.94 -1.88 1.42  -0.17
C21 4.93 -2.47 0.69  -0.21
C22 3.78 -1.77 0.31  0.02
C23 2.78 -2.43 -0.57  -0.65
H1 -4.07 -0.05 3.08  0.26
H2 -2.62 -0.86 2.38  0.25
H3 -4.17 -1.75 2.84  0.25
H4 -5.81 -1.98 1.23  0.26
H5 -6.65 -1.35 -0.95  0.23
H6 -5.52 0.01 -2.62  0.26
H7 -3.15 0.53 -3.27  0.27
H8 -1.89 0.88 -1.99  0.25
H9 -2.98 2.13 -2.40  0.27
H10 -1.41 4.59 -0.79  0.27
H11 0.79 5.01 -1.97  0.25
H12 2.57 3.20 -2.00  0.29
H13 4.58 2.10 1.80  0.23
H14 4.82 1.43 3.37  0.23
H15 3.16 1.54 2.66  0.21
H16 6.32 -0.14 2.66  0.21
H17 6.88 -2.34 1.59  0.22
H18 5.19 -3.30 0.04  0.21
H19 3.30 -3.21 -1.10  0.23
H20 2.28 -1.79 -1.26  0.22
H21 2.01 -2.92 -0.07  0.21
F1 -2.08 -1.87 -2.42  -0.62
Te1 -1.01 -2.63 -1.10  3.50
F2 -2.42 -2.49 0.17  -0.65
F3 0.30 -2.92 -2.34  -0.60
F4 -1.67 -4.26 -1.60  -0.58
F5 -0.19 -3.45 0.26  -0.61
O3 -0.38 -0.95 -0.71  -1.26

## Properties
E, Ha: -2260.42426
Maximum force, hartree/bohr: 0.0747
Total charge: +1
Relative energy (zero: lowest compared OMol25 entry of this formula, charge and spin), eV: 0.4876
HOMO-LUMO gap, eV: 4.057

=====

No. 5
Molecular formula: C4H6F3OP
Method: DFT, the ωB97M-V functional and the def2-TZVPD basis

Last column: natural (NBO) charge in e.
Cartesian coordinates (Å):
C1 -2.50 -0.57 -0.27  0.71
C2 -1.06 0.16 0.56  -0.03
C3 1.01 -1.40 -0.36  -0.97
C4 1.46 1.30 0.43  -1.03
O1 0.02 0.91 -1.84  -1.05
F1 -2.66 -1.90 -0.15  -0.32
F2 -3.63 0.02 0.12  -0.31
F3 -1.41 1.45 0.84  -0.33
P1 0.31 0.31 -0.56  1.85
H1 1.95 -1.41 -0.80  0.24
H2 1.13 -1.53 0.82  0.24
H3 0.22 -2.04 -0.71  0.25
H4 1.77 0.85 1.36  0.24
H5 2.32 1.63 -0.16  0.26
H6 1.08 2.24 0.73  0.26

## Properties
E, Ha: -872.06857
Maximum force, hartree/bohr: 0.1005
Relative energy (zero: lowest compared OMol25 entry of this formula, charge and spin), eV: 1.7345
HOMO-LUMO gap (spin up / spin down), eV: 8.004 / 8.838